# 1
{
  "formula": "C26H73BBrN7O9Si",
  "method": "ωB97M-V/def2-TZVPD",
  "e_homo_ev": -8.701,
  "e_tot_ha": -4983.23470,
  "fmax_ev_per_a": 0.9,
  "lumo_energy_ev": 0.34,
  "smiles": "N[Si@H](CC(=O)Br)B(O)O.COC[C@@H](C)N.COC[C@@H](C)N.COC[C@@H](C)N.COC[C@@H](C)N.COC[C@@H](C)N.COC[C@@H](C)N",
  "species": ["N", "Si", "C", "C", "O", "Br", "B", "O", "O", "H", "H", "H", "H", "H", "H", "H", "C", "C", "C", "O", "C", "N", "H", "H", "H", "H", "H", "H", "H", "H", "H", "H", "H", "C", "C", "C", "O", "C", "N", "H", "H", "H", "H", "H", "H", "H", "H", "H", "H", "H", "C", "C", "C", "O", "C", "N", "H", "H", "H", "H", "H", "H", "H", "H", "H", "H", "H", "C", "C", "C", "O", "C", "N", "H", "H", "H", "H", "H", "H", "H", "H", "H", "H", "H", "C", "C", "C", "O", "C", "N", "H", "H", "H", "H", "H", "H", "H", "H", "H", "H", "H", "C", "C", "C", "O", "C", "N", "H", "H", "H", "H", "H", "H", "H", "H", "H", "H", "H"],
  "xyz": [[1.68825, 0.94263, 1.36143], [1.30838, -0.56057, 0.57947], [-0.31247, -1.26791, 1.29460], [-1.61074, -0.50935, 1.25011], [-2.62483, -0.87106, 1.74001], [-1.62585, 1.16833, 0.24847], [2.71359, -2.03222, 0.80937], [3.00653, -2.86152, -0.23140], [3.42004, -2.17013, 2.00926], [1.61634, 0.94631, 2.37631], [2.56709, 1.35924, 1.08475], [1.05234, -0.30002, -0.85694], [-0.48930, -2.18311, 0.70901], [-0.16101, -1.60155, 2.32780], [3.97308, -3.01553, -0.32905], [2.84142, -2.33882, 2.75597], [-2.40216, -0.76735, -2.78650], [-3.18349, 0.44310, -3.28257], [-4.70178, 0.23680, -3.30707], [-5.17546, -0.57578, -4.36751], [-5.08134, -1.97109, -4.15649], [-2.64946, 0.85489, -4.58343], [-2.31619, -1.53505, -3.55692], [-1.39072, -0.46977, -2.51078], [-2.87565, -1.21080, -1.90752], [-3.00164, 1.26211, -2.57981], [-5.17650, 1.20967, -3.45740], [-5.05553, -0.15618, -2.34461], [-5.25283, -2.23538, -3.10811], [-4.11500, -2.37175, -4.47194], [-5.85651, -2.43979, -4.76450], [-3.07078, 1.73558, -4.86199], [-2.96237, 0.18468, -5.28041], [6.55287, -4.04680, -2.24218], [6.84394, -2.77997, -1.44492], [8.30646, -2.62548, -1.01585], [8.69927, -3.45717, 0.05653], [9.04124, -4.78519, -0.29051], [5.92652, -2.71621, -0.30086], [6.49735, -4.92312, -1.59562], [5.59237, -3.95638, -2.74923], [7.32032, -4.22492, -2.99702], [6.62046, -1.92488, -2.09042], [8.44961, -1.60397, -0.65445], [8.97661, -2.76695, -1.87406], [9.53260, -4.82543, -1.26787], [8.17013, -5.44455, -0.30259], [9.73498, -5.14884, 0.46624], [6.02070, -1.81858, 0.16665], [6.23639, -3.39312, 0.39310], [-10.10557, -0.20371, -7.25009], [-8.78213, -0.44385, -6.53063], [-7.88694, -1.49290, -7.19900], [-8.28972, -2.83606, -7.00787], [-9.30789, -3.29527, -7.87280], [-9.04790, -0.74954, -5.12385], [-10.82326, -0.99810, -7.04203], [-10.55029, 0.73061, -6.90866], [-9.96595, -0.14060, -8.33114], [-8.21634, 0.49306, -6.55426], [-6.89843, -1.41686, -6.73879], [-7.76707, -1.28247, -8.27073], [-9.21264, -2.85084, -8.86900], [-10.30644, -3.08143, -7.48331], [-9.19861, -4.37597, -7.95940], [-8.16870, -0.77325, -4.61427], [-9.41118, -1.69704, -5.06839], [2.74208, 2.01421, 6.13207], [2.75007, 3.00885, 4.97542], [2.41344, 4.44726, 5.38267], [1.04427, 4.68514, 5.64645], [0.59287, 4.30624, 6.93110], [1.86964, 2.50878, 3.91384], [1.72577, 1.73674, 6.41343], [3.25898, 1.09975, 5.84103], [3.24255, 2.42267, 7.01182], [3.76741, 3.03575, 4.57149], [2.66526, 5.10626, 4.54793], [3.02579, 4.76216, 6.23857], [1.36777, 4.46797, 7.68770], [0.27613, 3.26087, 6.96497], [-0.26712, 4.93075, 7.17033], [1.96194, 3.10072, 3.09256], [0.90960, 2.65849, 4.21756], [3.90085, 10.64432, 2.98874], [3.28225, 9.82734, 4.11865], [4.24601, 8.82487, 4.76465], [4.50207, 7.66421, 3.99739], [5.46682, 7.80591, 2.97423], [2.05416, 9.19765, 3.63141], [3.96819, 10.06448, 2.06780], [3.28068, 11.51469, 2.77736], [4.90180, 10.99337, 3.24995], [2.99666, 10.52506, 4.91286], [3.78652, 8.46085, 5.68722], [5.19197, 9.31164, 5.03911], [6.26275, 8.49646, 3.27095], [5.02435, 8.15323, 2.03741], [5.90264, 6.82231, 2.80032], [1.56034, 8.75981, 4.40299], [2.31135, 8.42881, 3.01873], [-2.43322, -7.60564, 1.73817], [-2.84278, -6.14573, 1.57296], [-2.07999, -5.40380, 0.46970], [-0.75114, -5.04888, 0.80099], [0.21700, -6.06984, 0.65725], [-2.74778, -5.47397, 2.87038], [-1.49088, -7.69663, 2.27928], [-3.18880, -8.14077, 2.31245], [-2.32411, -8.10113, 0.77149], [-3.89639, -6.12920, 1.27533], [-2.59231, -4.45541, 0.28629], [-2.09478, -5.97135, -0.47082], [-0.01845, -6.72368, -0.18844], [0.31098, -6.67501, 1.56260], [1.17388, -5.58269, 0.46929], [-3.14143, -4.54011, 2.80244], [-1.76386, -5.32654, 3.07753]],
  "lowdin_charge": [-0.113, 0.572, -0.275, -0.840, 0.023, 0.709, -0.682, 0.075, 0.072, -0.004, 0.025, -0.011, 0.085, 0.092, 0.054, 0.083, -0.087, -0.440, -0.202, -0.203, -0.106, 0.041, 0.067, 0.056, 0.072, 0.106, 0.122, 0.123, 0.093, 0.078, 0.076, 0.070, 0.068, -0.060, -0.411, -0.207, -0.185, -0.105, 0.049, 0.068, 0.079, 0.080, 0.140, 0.124, 0.122, 0.091, 0.075, 0.088, 0.097, 0.096, -0.071, -0.433, -0.207, -0.190, -0.110, 0.047, 0.064, 0.075, 0.077, 0.137, 0.109, 0.121, 0.090, 0.075, 0.086, 0.061, 0.070, -0.068, -0.422, -0.206, -0.187, -0.108, 0.034, 0.065, 0.074, 0.079, 0.136, 0.119, 0.122, 0.090, 0.075, 0.087, 0.079, 0.084, -0.071, -0.437, -0.210, -0.199, -0.108, 0.042, 0.065, 0.076, 0.077, 0.135, 0.120, 0.120, 0.090, 0.076, 0.086, 0.071, 0.069, -0.071, -0.435, -0.207, -0.202, -0.099, 0.041, 0.064, 0.075, 0.077, 0.135, 0.120, 0.121, 0.092, 0.076, 0.084, 0.071, 0.068]
}

# 2
{
  "formula": "C36H38Cl2N3NdO3S3",
  "method": "ωB97M-V/def2-TZVPD",
  "e_homo_ev": [-13.415, -13.415],
  "e_tot_ha": -4460.57775,
  "fmax_ev_per_a": 3.7,
  "lumo_energy_ev": [-6.29, -6.28],
  "multiplicity": 4,
  "de_lowest_kcal_mol": 6.29,
  "charge": 2,
  "species": ["Nd", "S", "C", "N", "C", "C", "N", "C", "C", "C", "C", "C", "C", "C", "C", "S", "C", "C", "C", "C", "C", "C", "C", "H", "H", "H", "H", "H", "H", "H", "H", "H", "H", "H", "H", "H", "H", "H", "H", "H", "H", "C", "C", "S", "O", "C", "C", "H", "H", "H", "H", "H", "H", "H", "H", "H", "H", "Cl", "C", "C", "C", "C", "C", "Cl", "C", "N", "C", "C", "C", "C", "C", "C", "C", "C", "O", "O", "H", "H", "H", "H", "H", "H", "H", "H", "H", "H"],
  "xyz": [[0.33155, -1.64958, -0.00306], [-1.47897, -0.72238, 2.03314], [-2.32382, 0.61547, 1.42674], [-3.08093, 1.32182, 2.24444], [-3.45917, 2.64526, 1.90619], [-4.11133, 2.61105, 0.53328], [-3.12866, 1.97332, -0.35651], [-3.41442, 2.26871, -1.78739], [-3.05231, 3.65839, -2.29010], [-1.86604, 4.27205, -1.92883], [-1.56932, 5.53933, -2.43815], [-2.40838, 6.18613, -3.34176], [-3.57985, 5.54255, -3.67648], [-3.93017, 4.29368, -3.11029], [-2.21869, 1.12157, -0.01193], [-1.09841, 0.61327, -1.20101], [-3.28866, 0.93825, 3.66897], [-2.41605, 1.90041, 4.47337], [-2.92481, 3.06201, 5.08447], [-2.01738, 3.99449, 5.64735], [-0.68497, 3.69670, 5.68085], [-0.13223, 2.59779, 5.07137], [-0.99273, 1.70024, 4.41095], [-2.63536, 3.36634, 1.87364], [-4.15983, 2.98447, 2.64328], [-4.33511, 3.59705, 0.16115], [-5.04051, 1.99105, 0.40160], [-4.49472, 2.07286, -2.02620], [-2.93456, 1.42690, -2.36478], [-1.22342, 3.81055, -1.21416], [-0.61941, 5.91896, -2.08400], [-2.27590, 7.19108, -3.74443], [-4.22099, 5.96610, -4.45506], [-4.83850, 3.92681, -3.35699], [-3.03066, -0.15635, 3.79669], [-4.35300, 1.00074, 3.86034], [-3.95488, 3.32111, 5.10998], [-2.56000, 4.91928, 6.00136], [-0.06547, 4.48874, 6.17210], [0.92303, 2.44586, 5.07712], [-0.64922, 0.83545, 3.83453], [2.47100, -5.15104, -0.04383], [2.12065, -5.26768, 1.42296], [0.41191, -4.90363, 1.74658], [0.01806, -3.85720, 0.71401], [-0.14933, -6.49857, 1.03638], [0.18873, -7.77696, 1.80967], [1.76509, -5.58760, -0.71342], [3.33583, -5.65385, -0.39172], [2.58132, -4.10629, -0.30086], [2.73287, -4.61853, 2.05154], [2.15288, -6.31002, 1.83511], [0.38439, -6.55390, 0.05625], [-1.19356, -6.33645, 0.85794], [1.25441, -8.02942, 1.77385], [-0.34312, -8.60854, 1.35872], [-0.06707, -7.70009, 2.86100], [2.10177, 2.24183, -2.69671], [1.45768, 0.85606, -3.51756], [0.92411, 0.93411, -4.78882], [0.32193, -0.18905, -5.32633], [0.33822, -1.37121, -4.62342], [1.01264, -1.42710, -3.40441], [1.19757, -3.01389, -2.56726], [1.56344, -0.30250, -2.79484], [2.22416, -0.46800, -1.52579], [3.62825, -0.92953, -1.49367], [4.18834, -1.47476, -2.60874], [5.56960, -1.79421, -2.58878], [6.32903, -1.66165, -1.44636], [5.67037, -1.26890, -0.27876], [4.35081, -0.88914, -0.30554], [3.83401, -0.24075, 0.98861], [2.43093, -0.78604, 1.31732], [2.27300, -2.05271, 1.24858], [1.48014, -0.01303, 1.57164], [1.05304, 1.89320, -5.25938], [-0.08869, -0.06635, -6.32064], [0.09364, -2.30431, -5.16800], [2.21787, 0.50520, -1.17976], [3.72841, -1.53574, -3.58220], [5.98387, -2.10087, -3.55948], [7.37384, -1.96110, -1.28294], [6.17559, -1.13442, 0.71861], [3.77570, 0.84220, 0.88993], [4.44090, -0.61514, 1.78877]],
  "lowdin_charge": [1.599, 0.729, -0.590, -0.101, -0.106, -0.053, -0.092, -0.121, -0.235, -0.042, -0.057, -0.064, -0.049, -0.030, -0.608, 0.699, -0.094, -0.198, -0.042, -0.071, -0.102, -0.057, -0.019, 0.163, 0.129, 0.139, 0.167, 0.150, 0.081, 0.094, 0.108, 0.119, 0.119, 0.081, 0.100, 0.134, 0.101, 0.134, 0.131, 0.103, 0.054, -0.125, -0.369, 1.028, -0.733, -0.357, -0.102, 0.051, 0.087, 0.032, 0.095, 0.090, 0.090, 0.084, 0.076, 0.091, 0.083, 0.786, -0.594, -0.050, -0.041, -0.072, -0.531, 0.730, -0.437, -0.052, -0.201, -0.028, -0.047, -0.051, -0.027, -0.172, -0.011, -0.696, -0.148, -0.104, 0.122, 0.129, 0.136, 0.071, 0.115, 0.121, 0.124, 0.143, 0.138, 0.122]
}

# 3
{
  "formula": "C4H12O",
  "method": "ωB97M-V/def2-TZVPD",
  "e_homo_ev": -10.330,
  "e_tot_ha": -234.80001,
  "fmax_ev_per_a": 2.2,
  "lumo_energy_ev": 1.02,
  "de_lowest_kcal_mol": 20.46,
  "smiles": "CCO.CC",
  "species": ["C", "C", "O", "H", "H", "H", "H", "H", "H", "C", "C", "H", "H", "H", "H", "H", "H"],
  "xyz": [[0.64447, -0.64555, 1.54634], [-0.19666, 0.38563, 2.26670], [-0.14235, -1.56102, 0.75295], [1.34795, -0.12368, 0.88818], [1.16084, -1.37275, 2.18189], [-1.02368, -0.09098, 2.78556], [-0.78954, -1.02311, 0.31984], [-0.52282, 1.12721, 1.54255], [0.34316, 0.84737, 3.10757], [0.00746, 1.56036, -2.10050], [-0.20027, 0.08158, -2.27590], [-0.96904, 2.03860, -2.17984], [0.55057, 1.79015, -1.16951], [0.62445, 2.12742, -2.80389], [0.13280, -0.40029, -3.20809], [-1.28086, -0.09724, -2.40877], [0.06709, -0.56595, -1.44867]],
  "lowdin_charge": [-0.307, -0.089, -0.098, 0.102, 0.114, 0.075, 0.040, 0.069, 0.080, -0.170, -0.173, 0.062, 0.060, 0.062, 0.072, 0.068, 0.034]
}

# 4
{
  "formula": "C3H8N3O",
  "method": "ωB97M-V/def2-TZVPD",
  "e_homo_ev": -12.588,
  "e_tot_ha": -358.22531,
  "fmax_ev_per_a": 3.3,
  "lumo_energy_ev": -5.70,
  "de_lowest_kcal_mol": 107.38,
  "charge": 1,
  "species": ["C", "C", "C", "N", "N", "N", "O", "H", "H", "H", "H", "H", "H", "H", "H"],
  "xyz": [[-1.12808, -1.09370, -1.79743], [0.21313, 0.84799, 1.69423], [-0.47672, -0.21875, -2.60116], [0.48107, 1.95037, 2.40896], [0.99736, 0.00379, 1.16037], [1.59574, -1.04248, 0.99912], [-0.83046, -1.17510, -0.45736], [-1.72329, -1.88603, -2.15639], [-0.83517, 0.86568, 1.27668], [0.28203, 0.36466, -2.12554], [-0.81621, -0.22653, -3.61689], [-0.37868, 2.52186, 2.63753], [-0.78116, -2.04647, -0.00533], [1.96230, -1.13406, -0.03067], [1.43814, 2.26877, 2.61389]],
  "lowdin_charge": [-0.240, -0.138, 0.045, 0.157, 0.019, 0.249, -0.087, 0.098, 0.190, 0.045, 0.060, 0.165, 0.123, 0.168, 0.148]
}